[1]
Here is C25H30OOsP3 as an isolated structure at a distorted geometry from the Open Molecules 2025 dataset. Energies are from ωB97M-V/def2-TZVPD.

```
! RIJCOSX wB97M-V def2-TZVPD def2/J DEFGRID3
* xyz 3 1
Os -0.3788 -0.1154 0.2042
O 1.4332 1.1648 -0.8435
C 0.8780 0.2253 -1.3404
C 0.9079 -0.5682 -2.5383
C 1.9017 -0.4184 -3.5056
C 1.8832 -1.2657 -4.6043
C 0.8927 -2.2339 -4.7204
C -0.1150 -2.3700 -3.7560
C -0.1133 -1.5307 -2.6643
P -1.4494 -1.4833 -1.4240
C -2.3720 -2.9888 -1.5001
C -1.7210 -4.1837 -1.1787
C -2.3939 -5.3800 -1.3363
C -3.7105 -5.3806 -1.7915
C -4.3519 -4.1914 -2.1100
C -3.6923 -2.9821 -1.9550
C -2.4141 -0.0286 -1.8042
C -2.2609 0.6909 -3.0002
C -3.0847 1.7729 -3.2492
C -4.0397 2.1612 -2.3095
C -4.1907 1.4625 -1.1158
C -3.3754 0.3734 -0.8515
H 2.6731 0.3325 -3.3896
H 2.6464 -1.1767 -5.3659
H 0.8940 -2.8965 -5.5768
H -0.8851 -3.1226 -3.8737
H -0.7006 -4.1819 -0.8107
H -1.9000 -6.3131 -1.1004
H -4.2422 -6.3178 -1.8913
H -5.3639 -4.2044 -2.4903
H -4.1979 -2.0581 -2.2058
H -1.5299 0.3893 -3.7395
H -2.9969 2.3094 -4.1850
H -4.6791 3.0102 -2.5170
H -4.9612 1.7543 -0.4131
H -3.5267 -0.2188 0.0449
C -1.2620 3.3294 0.4909
P -1.2063 1.7871 1.4001
C -2.7810 1.5325 2.2334
C 0.0343 1.9862 2.7194
C 0.3787 0.6377 3.3587
P 0.9781 -0.5589 2.1170
C 2.6990 -0.1445 1.7881
C 0.9553 -2.1839 2.8751
H -1.4701 4.1314 1.2032
H -2.0468 3.3039 -0.2655
H -0.3009 3.5116 0.0100
H -2.8439 2.2806 3.0276
H -2.8535 0.5379 2.6749
H -3.6065 1.6754 1.5401
H -0.3649 2.6821 3.4619
H 0.9162 2.4573 2.2786
H -0.4790 0.1992 3.8743
H 1.1729 0.7545 4.1006
H 3.2215 -0.0822 2.7459
H 2.7900 0.8037 1.2622
H 3.1608 -0.9298 1.1883
H 1.5221 -2.1130 3.8070
H 1.4330 -2.9148 2.2229
H -0.0622 -2.5060 3.0945
*
```

Values from the calculation:
Orbital gap (spin up / spin down), eV: 6.16 / 5.80
F_max, eV/Å: 1.00
Electronic energy, eV: -58766.672



[2]
Here is a single C25H31FN2O8P2 molecule at a distorted geometry from the Open Molecules 2025 dataset. Energies are from ωB97M-V/def2-TZVPD.

```
! RIJCOSX wB97M-V def2-TZVPD def2/J DEFGRID3
* xyz 0 1
C -0.2102 -3.9127 4.4849
C 1.3363 -4.2146 4.1883
O 1.9613 -4.8783 5.0656
O 2.0514 -3.7529 3.0496
C 1.4551 -4.1925 1.8026
C 1.8902 -3.1341 0.6464
C 1.0961 -1.7555 0.8636
C 1.9861 -0.6103 1.6217
C 2.1981 0.5689 0.5293
C 3.6347 0.8980 0.0472
C 4.9731 0.1971 0.5685
P 5.7101 -1.0499 -0.6447
O 5.5413 -2.4703 -0.0361
O 5.0720 -0.9300 -2.2079
O 7.4138 -0.8140 -0.7479
C 3.8110 2.0251 -1.0221
F 5.1357 2.3511 -1.4657
C 2.5407 2.7492 -1.5689
C 2.8240 3.8690 -2.7074
N 2.2401 3.4478 -4.0281
C 1.0991 2.4515 -1.0870
C 0.9279 1.3307 0.0043
C -0.5504 1.0493 0.5111
O -0.8247 0.7342 1.7068
C -1.7534 1.2169 -0.5167
C -3.0511 0.3821 -0.4484
C -3.3351 -0.7205 0.7048
C -4.1305 0.0963 1.8780
C -5.7363 0.0922 1.6106
N -6.2432 1.3798 1.0523
C -4.1805 0.5779 -1.4935
C -4.0123 1.6551 -2.6157
P -5.4769 1.8520 -3.8047
O -5.4652 3.1662 -4.6054
C -2.7123 2.4929 -2.6655
C -1.5630 2.3026 -1.6342
C -0.2148 3.1789 -1.6323
O -0.2519 4.3764 -2.0123
H -0.3763 -2.7747 4.5570
H -0.5068 -4.4337 5.4557
H -0.8679 -4.2679 3.6088
H 0.3085 -4.1920 1.7976
H 1.8449 -5.2159 1.4366
H 1.4931 -3.5838 -0.3445
H 3.0213 -3.0241 0.5452
H 0.8001 -1.3779 -0.1892
H 0.0959 -1.8771 1.4269
H 2.9705 -1.0469 1.9947
H 1.3614 -0.2399 2.5127
H 4.8155 -0.2078 1.6202
H 5.7567 1.0439 0.6671
H 5.5287 -1.5528 -2.8169
H 7.8117 -1.5558 -0.2400
H 2.3387 4.8572 -2.4069
H 3.9539 4.0357 -2.8259
H 1.8346 4.3225 -4.4152
H 1.5054 2.7373 -3.9119
H -4.0537 -1.5045 0.2530
H -2.3843 -1.2173 1.0863
H -3.8159 1.2046 1.7754
H -3.8485 -0.2482 2.9266
H -6.2235 -0.0277 2.6489
H -5.9750 -0.7937 0.9147
H -5.5154 1.9071 0.5521
H -7.0484 1.2376 0.4302
H -5.1401 -0.0564 -1.4278
H -6.6523 1.8803 -2.9511
H -5.6175 0.6669 -4.6109
H -2.6015 3.2994 -3.4606
*
```

Values from the calculation:
SMILES: CC(=O)OCCCCc1c(CP(=O)(O)O)c(F)c(CN)c2c1C(=O)c1c(CCCN)cc([PH2]=O)cc1C2=O
Orbital gap, eV: 7.30
F_max, eV/Å: 5.07
Electronic energy, eV: -67074.120



[3]
Here is a single C25H31FN4O3 molecule from the Open Molecules 2025 dataset. Energies are from ωB97M-V/def2-TZVPD.

```
! RIJCOSX wB97M-V def2-TZVPD def2/J DEFGRID3
* xyz 0 1
C -0.7008 0.7939 -5.5831
H -1.3475 0.0117 -5.1935
H 0.3305 0.4663 -5.4899
H -0.9339 0.9366 -6.6353
C -0.8887 2.1043 -4.8253
N -0.4579 1.9806 -3.4419
C 0.0562 3.2227 -2.8884
C 1.4624 3.5307 -3.3919
H 2.1124 2.6787 -3.2120
H 1.4681 3.7447 -4.4571
H 1.8538 4.4029 -2.8720
H -0.6182 4.0710 -3.1082
H 0.0968 3.1108 -1.8022
C -1.4606 1.3629 -2.5934
C -0.8246 0.5126 -1.4910
H -1.6144 0.1122 -0.8514
H -0.1802 1.1326 -0.8665
C 0.0165 -0.6206 -2.0911
N 0.6127 -1.4835 -1.0915
C -0.0871 -2.2803 -0.2284
O 0.4322 -2.7866 0.7489
N -1.4056 -2.4848 -0.5798
C -2.3639 -3.2545 0.0722
C -3.6168 -3.3725 -0.5328
C -4.6236 -4.1068 0.0614
C -4.3705 -4.7259 1.2715
C -3.1395 -4.6248 1.8918
C -2.1358 -3.8882 1.2925
H -1.1686 -3.8038 1.7574
H -2.9724 -5.1209 2.8345
F -5.3537 -5.4462 1.8599
H -5.5929 -4.2030 -0.4014
H -3.8029 -2.8841 -1.4793
H -1.7100 -2.1067 -1.4631
C 2.0162 -1.2512 -0.7862
C 2.2204 0.0645 -0.0869
C 1.8530 0.2589 1.1995
C 1.9908 1.5292 1.8359
C 1.6199 1.7479 3.1693
C 1.7704 2.9970 3.7389
C 2.2930 4.0492 2.9669
C 2.6602 3.8507 1.6599
C 2.5189 2.5884 1.0769
N 2.8841 2.3542 -0.2223
C 2.7846 1.1508 -0.8806
O 3.1497 1.0533 -2.0419
H 3.2671 3.1217 -0.7620
H 3.0632 4.6657 1.0771
H 2.3982 5.0150 3.4342
O 1.4500 3.3197 5.0203
C 0.9389 2.3100 5.8577
H -0.0079 1.9139 5.4772
H 0.7685 2.7856 6.8219
H 1.6539 1.4903 5.9794
H 1.2204 0.9146 3.7246
H 1.4363 -0.5646 1.7625
H 2.5826 -1.2504 -1.7209
H 2.3448 -2.0741 -0.1481
H 0.8260 -0.1690 -2.6662
H -0.5857 -1.2088 -2.7944
H -2.1240 2.1159 -2.1328
H -2.0851 0.7142 -3.2118
H -0.2752 2.8663 -5.3059
H -1.9404 2.4338 -4.8950
*
```

Values from the calculation:
SMILES: CCN(CC)CCCN(Cc1cc2cc(OC)ccc2[nH]c1=O)C(=O)Nc1ccc(F)cc1
Orbital gap, eV: 8.19
F_max, eV/Å: 0.83
Electronic energy, eV: -41249.903



[4]
Here is a single C25H31N3O2 molecule from the Open Molecules 2025 dataset. Energies are from ωB97M-V/def2-TZVPD.

```
! RIJCOSX wB97M-V def2-TZVPD def2/J DEFGRID3
* xyz 0 1
C -5.0064 -3.7219 -0.1943
C -3.6240 -4.3523 -0.3090
C -2.5666 -3.5288 0.4226
H -2.5459 -2.5187 0.0051
H -2.8367 -3.4488 1.4780
C -1.1758 -4.1595 0.3131
C -0.1595 -3.3324 1.0849
O 0.2615 -3.6456 2.1801
N 0.2013 -2.1996 0.4510
H -0.1476 -1.9868 -0.4704
C 1.1347 -1.2393 1.0043
C 2.3927 -1.1978 0.1684
C 2.3207 -0.9965 -1.1959
C 3.5101 -0.9403 -1.9678
N 3.3632 -0.7333 -3.2940
C 4.4362 -0.6742 -4.0335
C 5.7388 -0.8148 -3.5243
C 5.9061 -1.0238 -2.1814
C 4.7733 -1.0937 -1.3443
C 4.8163 -1.3036 0.0464
C 3.6546 -1.3523 0.7673
H 3.6905 -1.5140 1.8344
H 5.7738 -1.4260 0.5303
H 6.8909 -1.1366 -1.7499
H 6.5834 -0.7564 -4.1932
H 4.2737 -0.5067 -5.0907
O 1.1423 -0.8505 -1.8479
H 1.3759 -0.6963 -2.7812
C 0.4911 0.1290 1.1156
C 1.2188 1.2997 0.9602
C 0.6196 2.5375 1.0729
C -0.7477 2.6699 1.3537
C -1.4706 1.4794 1.5149
C -0.8610 0.2471 1.4048
H -1.4535 -0.6447 1.5487
H -2.5269 1.4982 1.7269
N -1.3348 3.9081 1.4996
C -2.7135 4.0380 1.9064
C -3.7202 3.9377 0.7563
H -4.7340 3.9352 1.1491
H -3.6166 4.7835 0.0813
H -3.5606 3.0236 0.1903
H -2.9301 3.2734 2.6565
H -2.8289 5.0095 2.3979
C -0.6787 5.0980 1.0048
C -0.5631 5.1450 -0.5209
H -0.0236 4.2760 -0.8879
H -1.5475 5.1535 -0.9809
H -0.0301 6.0429 -0.8243
H -1.2539 5.9614 1.3470
H 0.3189 5.1797 1.4501
H 1.2423 3.4085 0.9522
H 2.2778 1.2517 0.7496
H 1.3782 -1.6117 2.0084
H -1.1937 -5.1619 0.7424
H -0.8788 -4.2298 -0.7354
H -3.3495 -4.4377 -1.3633
H -3.6489 -5.3607 0.1092
H -5.7459 -4.3214 -0.7199
H -5.0073 -2.7219 -0.6232
H -5.3047 -3.6463 0.8491
*
```

Values from the calculation:
SMILES: CCCCC(=O)N[C@H](c1ccc(N(CC)CC)cc1)c1ccc2cccnc2c1O
Orbital gap, eV: 7.47
F_max, eV/Å: 0.58
Electronic energy, eV: -34994.919



[5]
Here is a single C25H31N3O3 molecule from the Open Molecules 2025 dataset. Energies are from ωB97M-V/def2-TZVPD.

```
! RIJCOSX wB97M-V def2-TZVPD def2/J DEFGRID3
* xyz 0 1
C 1.8764 5.7226 -0.0938
H 2.0304 6.4303 -0.9052
H 1.8003 6.2783 0.8385
H 0.9380 5.2003 -0.2633
C 3.0231 4.7195 -0.0308
C 3.1359 3.9357 -1.3387
C 4.2578 2.9044 -1.2465
N 4.0066 1.9953 -0.1437
C 3.6741 0.7206 -0.4126
O 3.6880 0.2709 -1.5496
C 3.2814 -0.1923 0.7426
C 1.7715 -0.0543 1.0454
N 1.2111 -1.3276 1.4673
C 1.1820 -2.3283 0.4115
H 2.0693 -2.9658 0.5153
H 0.3139 -2.9682 0.5682
C 1.1554 -1.7540 -1.0238
N 0.6135 -0.4172 -1.0325
C 1.0132 0.5165 -0.1574
O 0.7274 1.6948 -0.2673
H 0.1421 -0.0932 -1.8641
H 0.5354 -2.3826 -1.6658
H 2.1693 -1.7303 -1.4415
C -0.0179 -1.1955 2.2422
C -1.1604 -0.5113 1.5281
C -1.9639 -1.2217 0.6469
C -2.9604 -0.5761 -0.0738
C -3.1577 0.7912 0.0830
C -2.3733 1.4934 0.9770
C -1.3864 0.8485 1.7005
H -0.7803 1.4098 2.3956
H -2.5293 2.5530 1.1077
H -3.9239 1.2795 -0.4980
O -3.7236 -1.2207 -1.0155
C -4.1082 -2.5201 -0.8208
C -4.3979 -3.0471 0.4338
C -4.8394 -4.3529 0.5432
C -5.0024 -5.1380 -0.5854
C -4.7294 -4.6065 -1.8351
C -4.2828 -3.3048 -1.9571
H -4.0690 -2.8746 -2.9233
H -4.8615 -5.2099 -2.7208
H -5.3467 -6.1567 -0.4919
H -5.0634 -4.7557 1.5200
H -4.2871 -2.4304 1.3142
H -1.8184 -2.2836 0.5069
H 0.2379 -0.6294 3.1431
H -0.3118 -2.2018 2.5518
H 1.6411 0.6599 1.8646
H 3.4902 -1.2082 0.4128
H 3.8685 -0.0112 1.6410
C 3.9268 2.6787 1.1263
H 3.7641 1.9726 1.9381
C 2.8048 3.7189 1.1043
H 2.7685 4.2322 2.0672
H 1.8548 3.2092 0.9364
H 4.8892 3.1804 1.2962
H 4.3170 2.3093 -2.1586
H 5.2200 3.4016 -1.0762
H 3.3277 4.6090 -2.1756
H 2.1941 3.4137 -1.5170
H 3.9621 5.2609 0.1429
*
```

Values from the calculation:
SMILES: CC1CCN(C(=O)C[C@H]2C(=O)NCCN2Cc2cccc(Oc3ccccc3)c2)CC1
Orbital gap, eV: 9.06
F_max, eV/Å: 0.66
Electronic energy, eV: -37041.951



[6]
Here is a single C25H31N3O5S molecule from the Open Molecules 2025 dataset. Energies are from ωB97M-V/def2-TZVPD.

```
! RIJCOSX wB97M-V def2-TZVPD def2/J DEFGRID3
* xyz 0 1
C -8.3904 4.7470 -0.9968
H -8.2833 5.5521 -1.7312
O -7.4311 4.8496 0.0265
C -6.1127 4.7748 -0.3068
C -5.6241 4.5987 -1.5955
C -4.2567 4.5360 -1.8123
C -3.3577 4.6553 -0.7664
C -3.8536 4.8304 0.5229
C -5.2095 4.8886 0.7530
H -5.6032 5.0258 1.7475
H -3.1606 4.9240 1.3458
C -1.8717 4.5686 -0.9904
N -1.3059 3.4147 -0.3204
C -0.4374 3.5155 0.7072
O -0.0175 4.5737 1.1273
C 0.0076 2.1588 1.2380
C 1.0531 1.5705 0.2801
N 1.4564 0.2512 0.7104
S 0.3297 -0.9606 0.3968
O -0.5893 -0.4658 -0.5911
O -0.2108 -1.5123 1.6081
C 1.3978 -2.1760 -0.3552
C 1.7590 -2.0055 -1.6777
C 2.6191 -2.9020 -2.2946
C 3.0997 -3.9563 -1.5349
C 2.7331 -4.1244 -0.1912
C 1.8751 -3.2323 0.4079
H 1.5500 -3.3331 1.4308
C 3.4162 -5.3502 0.3445
C 4.3891 -5.0252 1.4811
H 3.8404 -4.7122 2.3657
H 4.9765 -5.9087 1.7188
H 5.0656 -4.2252 1.1873
C 2.4225 -6.4324 0.7747
H 1.8757 -6.1094 1.6568
H 2.9609 -7.3492 1.0022
H 1.7101 -6.6342 -0.0224
C 4.2036 -5.8368 -0.8773
O 4.9209 -6.8040 -0.9488
N 3.9579 -4.9701 -1.9143
C 4.5276 -5.1243 -3.2258
H 5.1534 -6.0159 -3.2041
H 5.1383 -4.2573 -3.4845
H 3.7422 -5.2492 -3.9735
H 2.8990 -2.7793 -3.3285
H 1.3442 -1.1706 -2.2184
C 2.0186 0.2372 2.0465
C 1.0807 0.8620 3.0816
C 0.6250 2.2489 2.6326
H -0.1051 2.6514 3.3365
H 1.4698 2.9403 2.5995
H 0.2128 0.2099 3.1923
H 1.5936 0.9235 4.0426
H 2.2246 -0.8044 2.2965
H 2.9658 0.7855 2.0072
H 0.6479 1.4696 -0.7267
H 1.9402 2.2103 0.2502
H -0.8468 1.4733 1.2562
H -1.6451 2.5049 -0.5935
H -1.3669 5.4400 -0.5625
H -1.6497 4.5145 -2.0614
H -3.8920 4.3974 -2.8203
H -6.2919 4.5064 -2.4375
H -8.3336 3.7797 -1.5067
H -9.3574 4.8368 -0.5044
*
```

Values from the calculation:
SMILES: COc1ccc(CNC(=O)[C@@H]2CCCN(S(=O)(=O)c3ccc4c(c3)C(C)(C)C(=O)N4C)C2)cc1
Orbital gap, eV: 8.92
F_max, eV/Å: 0.94
Electronic energy, eV: -51972.515



[7]
Here is a single C25H31N3O6 molecule at a distorted geometry from the Open Molecules 2025 dataset. Energies are from ωB97M-V/def2-TZVPD.

```
! RIJCOSX wB97M-V def2-TZVPD def2/J DEFGRID3
* xyz 0 1
C -5.2560 -1.7783 2.2711
H -5.6312 -0.9230 2.8257
H -4.5559 -2.3188 2.9032
H -6.0882 -2.4331 2.0254
C -4.5786 -1.2940 0.9917
O -4.2286 -2.3247 0.0954
C -3.1801 -3.1604 0.5435
C -2.6683 -4.0205 -0.6151
H -3.3661 -4.8350 -0.8075
H -1.7117 -4.4488 -0.3141
C -2.5014 -3.2178 -1.9148
N -1.9487 -1.9043 -1.6869
C -0.6430 -1.6049 -1.8017
O 0.1988 -2.3732 -2.2175
C -0.3557 -0.1644 -1.3465
N 0.9803 0.2788 -1.7245
C 1.0737 1.3099 -2.5873
O 0.0940 1.8678 -3.0579
C 2.4742 1.7575 -3.0001
N 2.3668 2.9783 -3.7588
C 3.0749 4.0842 -3.4232
O 3.9703 4.0626 -2.6049
C 2.6683 5.3183 -4.1987
H 1.6504 5.5982 -3.9351
H 3.3396 6.1358 -3.9535
H 2.7103 5.1206 -5.2669
H 1.5020 3.0724 -4.2756
H 3.1179 1.9624 -2.1401
H 2.9302 0.9701 -3.6149
C 2.1061 -0.3644 -1.0837
C 2.3876 0.1745 0.3021
C 2.1388 1.4991 0.6234
C 2.3545 2.0011 1.9042
C 2.8351 1.1268 2.8457
C 3.1062 -0.2045 2.5267
C 2.8929 -0.7024 1.2672
H 3.0992 -1.7341 1.0356
O 3.5649 -0.8548 3.6417
C 3.5890 0.1120 4.6698
O 3.1153 1.3430 4.1693
H 4.6209 0.2346 5.0371
H 2.9465 -0.2193 5.5014
H 2.1518 3.0299 2.1470
H 1.7486 2.1682 -0.1273
H 2.9930 -0.2551 -1.7106
H 1.8866 -1.4330 -1.0283
C -0.6005 -0.0264 0.1396
C -1.1391 1.1503 0.6443
C -1.3378 1.3034 2.0048
C -1.0023 0.2805 2.8754
C -0.4740 -0.8987 2.3795
C -0.2772 -1.0535 1.0184
H 0.1360 -1.9762 0.6382
H -0.2130 -1.7023 3.0523
H -1.1546 0.4019 3.9374
H -1.7546 2.2234 2.3865
H -1.3951 1.9509 -0.0343
H -1.0368 0.5018 -1.8920
H -2.5791 -1.2385 -1.2675
H -1.8291 -3.7468 -2.5927
H -3.4763 -3.0917 -2.3890
H -2.3633 -2.5358 0.9370
H -3.5246 -3.8168 1.3544
H -3.6850 -0.7012 1.2501
H -5.2689 -0.6622 0.4261
*
```

Values from the calculation:
SMILES: CCOCCCNC(=O)[C@@H](c1ccccc1)N(Cc1ccc2c(c1)OCO2)C(=O)CNC(C)=O
Orbital gap, eV: 8.64
F_max, eV/Å: 1.25
Electronic energy, eV: -43184.366